1.
Computed, not measured: 2 unconnected molecules or ions with the total composition C3H9NO3, with ωB97M-V/def2-TZVPD.

Each atom is followed by the atoms it is bonded to, with distances in Å.
Positions of all 16 atoms, in Å:
1 C -0.2889 1.4812 1.1322  C2 1.517, C4 1.526, H7 1.148, H8 1.070
2 C -1.7320 1.3637 1.5860  C1 1.517, O3 1.458, H9 1.137, H10 1.157
3 O -2.3313 2.6931 1.5643  C2 1.458, H11 1.009
4 C 0.2261 0.1897 0.5030  C1 1.526, N5 1.398, O6 1.220
5 N -0.3273 -0.3864 -0.6444  C4 1.398, H12 1.059, H13 0.989
6 O 1.1174 -0.4572 1.0266  C4 1.220
7 H 0.4292 1.7422 1.9889  C1 1.148
8 H -0.0362 2.2800 0.4664  C1 1.070
9 H -2.3005 0.7575 0.8107  C2 1.137
10 H -1.9972 0.9680 2.6408  C2 1.157
11 H -1.5951 3.2376 1.9879  O3 1.009
12 H 0.0591 -1.3449 -0.8766  N5 1.059
13 H -0.9951 -0.0653 -1.2999  N5 0.989
14 H 3.7718 -4.5937 -4.0669  O16 0.972
15 H 2.5604 -3.7893 -3.5050  O16 0.944
16 O 3.4396 -4.0762 -3.3139  H14 0.972, H15 0.944

Summary:
Total charge ... 0
SMILES ... NC(=O)CCO.O

2.
Computed, not measured: 2 unconnected molecules or ions with the total composition C3H9NO3, with ωB97M-V/def2-TZVPD.

Each atom is followed by the atoms it is bonded to, with distances in Å.
Positions of all 16 atoms, in Å:
1 C 0.5348 0.4813 0.9252  N2 1.450, C6 1.537, H7 1.088, H8 1.088
2 N 0.7394 -0.8558 0.4027  C1 1.450, C3 1.338, H9 1.007
3 C 0.4877 -1.3380 -0.8201  N2 1.338, O4 1.363, O5 1.220
4 O 0.9172 -2.6243 -0.9516  C3 1.363, H10 0.954
5 O -0.0859 -0.7945 -1.7491  C3 1.220
6 C -0.7936 0.5631 1.6933  C1 1.537, H11 1.092, H12 1.091, H13 1.088
7 H 1.3884 0.7194 1.5569  C1 1.088
8 H 0.5080 1.2529 0.1587  C1 1.088
9 H 0.7401 -1.5857 1.0964  N2 1.007
10 H 0.2888 -3.0845 -1.5016  O4 0.954
11 H -0.8925 1.5780 2.0830  C6 1.092
12 H -0.8413 -0.1156 2.5460  C6 1.091
13 H -1.6536 0.3693 1.0558  C6 1.088
14 H 0.2079 1.5531 -1.8956  O16 0.965
15 H -1.0897 1.6532 -2.5157  O16 0.958
16 O -0.4556 2.2281 -2.0843  H14 0.965, H15 0.958

Summary:
Total charge ... 0
SMILES ... CCNC(=O)O.O

Energy ordering: 2 at the bottom, the next structure 1.372 eV above.